Run w
This record from OMol25 describes CH2N4OS in the gas phase. The level of theory is ωB97M-V with the def2-TZVPD basis set.

HOMO energy ... -9.409 eV
SMILES ... [H]/N=c1\nnon1S
Charge ... 0
LUMO ... -0.24 eV

Structure (XYZ):
```
9
Properties=species:S:1:pos:R:3:mulliken_charge:R:1
H -1.431 2.159 -0.112 0.264
N -0.481 1.811 -0.076 -0.611
C -0.545 0.536 -0.261 0.477
N -1.709 -0.370 -0.097 -0.231
N -1.125 -1.532 -0.056 0.010
O 0.180 -1.615 -0.215 -0.047
N 0.524 -0.331 -0.288 0.081
S 2.216 -0.110 -0.191 -0.124
H 2.371 -0.548 1.298 0.182
```



Run x
This record from OMol25 describes a molecular structure, CH2N4OS. The level of theory is ωB97M-V with the def2-TZVPD basis set.

HOMO energy ... -9.550 eV
Charge ... 0
LUMO ... -0.45 eV

Structure (XYZ):
```
9
Properties=species:S:1:pos:R:3:mulliken_charge:R:1
C 0.533 -0.065 -0.116 0.327
H -2.214 -1.096 -0.920 0.304
H -0.775 0.331 -1.875 0.302
N -1.845 0.139 -0.958 -0.582
N -0.897 -0.130 0.113 0.523
N -1.278 0.106 1.345 -0.342
N -0.177 0.498 2.045 -0.005
O 0.999 0.361 1.195 -0.162
S 1.324 -0.376 -1.493 -0.364
```



Most favorable structure: run w. The second most favorable one is 140.0 kJ/mol above it.



Run w
This record from OMol25 describes 2 unconnected molecules or ions with the total composition C4H4F2. The level of theory is ωB97M-V with the def2-TZVPD basis set.

HOMO energy (alpha / beta) ... -8.861 / -10.541 eV
Charge ... 0
LUMO (alpha / beta) ... -2.47 / -2.01 eV

Structure (XYZ):
```
10
Properties=species:S:1:pos:R:3:mulliken_charge:R:1
C -0.066 -0.075 0.440 0.371
C -0.021 0.336 1.700 -0.588
C 0.567 -0.865 -0.691 -0.455
C -0.659 -0.081 -0.806 0.380
F -0.021 2.190 -1.825 -0.576
F -1.798 -0.118 -1.420 -0.156
H -0.727 1.061 2.072 0.258
H 0.733 -0.025 2.377 0.259
H 1.483 -0.474 -1.117 0.250
H 0.508 -1.949 -0.729 0.258
```



Run x
This record from OMol25 describes C4H4F2 in the gas phase. The level of theory is ωB97M-V with the def2-TZVPD basis set.

HOMO energy ... -10.873 eV
SMILES ... C=C1CC1(F)F
Charge ... 0
LUMO ... 0.63 eV

Structure (XYZ):
```
10
Properties=species:S:1:pos:R:3:mulliken_charge:R:1
C 1.280 -0.356 1.100 -0.576
C 0.376 -0.085 0.215 -0.002
C -0.121 0.416 -1.156 -0.792
C -1.047 -0.039 -0.072 0.903
F -1.994 0.925 0.767 -0.348
F -1.848 -1.045 -0.443 -0.239
H 1.078 -0.658 2.057 0.311
H 2.409 -0.242 0.853 0.196
H 0.057 1.403 -1.425 0.300
H -0.191 -0.319 -1.895 0.248
```



Most favorable structure: run x. The second most favorable one is 285.6 kJ/mol above it.



Run w
This record from OMol25 describes 2 unconnected molecules or ions with the total composition CH6O. The level of theory is ωB97M-V with the def2-TZVPD basis set.

HOMO energy ... -11.464 eV
SMILES ... C.O
Charge ... 0
LUMO ... 0.77 eV

Structure (XYZ):
```
8
Properties=species:S:1:pos:R:3:mulliken_charge:R:1
C -1.238 0.219 0.443 -1.137
H -0.370 -0.186 0.937 0.189
H -1.296 1.214 0.638 0.323
H -2.095 -0.022 0.889 0.392
H -1.550 0.133 -0.667 0.237
O 2.288 -0.233 -1.144 -0.656
H 1.571 -0.922 -0.912 0.321
H 2.691 -0.204 -0.184 0.330
```



Run x
This record from OMol25 describes 2 unconnected molecules or ions with the total composition CH6O. The level of theory is ωB97M-V with the def2-TZVPD basis set.

HOMO energy ... -11.584 eV
SMILES ... C.O
Charge ... 0
LUMO ... 0.74 eV

Structure (XYZ):
```
8
Properties=species:S:1:pos:R:3:mulliken_charge:R:1
C -0.080 -1.707 -1.418 -0.816
H -0.430 -1.146 -2.297 0.217
H 0.974 -1.990 -1.558 0.217
H -0.174 -1.079 -0.520 0.164
H -0.690 -2.614 -1.295 0.218
O 0.237 2.892 2.747 -0.649
H -0.064 2.069 2.300 0.323
H 0.227 3.576 2.041 0.325
```



Most favorable structure: run x. The second most favorable one is 88.7 kJ/mol above it.



Run w
This record from OMol25 describes 2 unconnected molecules or ions with the total composition C2H6N3O. The level of theory is ωB97M-V with the def2-TZVPD basis set.

HOMO energy ... -14.672 eV
Charge ... +1
LUMO ... -4.78 eV

Structure (XYZ):
```
12
Properties=species:S:1:pos:R:3:mulliken_charge:R:1
C 0.633 -0.203 0.604 0.447
C -1.305 1.019 -0.248 -0.340
N 0.603 -1.096 -0.178 0.188
N 1.160 0.520 1.517 -0.320
N 0.276 -1.549 -1.324 -0.358
O -1.176 0.615 -1.373 -0.484
H -2.019 0.564 0.458 0.378
H -0.818 1.945 0.094 0.362
H 2.150 0.749 1.499 0.266
H 0.620 0.880 2.294 0.274
H 0.054 -2.537 -1.364 0.281
H -0.178 -0.906 -1.979 0.306
```



Run x
This record from OMol25 describes a gas-phase ion, C2H6N3O (charge +1). The level of theory is ωB97M-V with the def2-TZVPD basis set.

HOMO energy ... -14.586 eV
SMILES ... [NH3+]N1C=NOC1
Charge ... +1
LUMO ... -4.31 eV

Structure (XYZ):
```
12
Properties=species:S:1:pos:R:3:mulliken_charge:R:1
N 0.203 -0.077 -1.411 -0.261
N -0.390 0.483 -0.210 -0.197
C -1.305 -0.605 0.562 -0.070
N -0.704 -1.005 1.577 -0.128
O 0.437 -0.460 1.793 -0.160
C 0.698 0.600 0.839 -0.354
H 1.245 -0.252 -1.559 0.397
H 0.039 0.663 -2.129 0.374
H -0.342 -0.899 -1.717 0.373
H -2.247 -0.669 0.168 0.489
H 1.724 0.609 0.581 0.309
H 0.641 1.613 1.506 0.228
```



Most favorable structure: run w. The second most favorable one is 167.6 kJ/mol above it.



Run w
This record from OMol25 describes a molecular structure, C4H7O2. The level of theory is ωB97M-V with the def2-TZVPD basis set.

HOMO energy ... -15.531 eV
Charge ... +1
LUMO ... -6.12 eV

Structure (XYZ):
```
13
Properties=species:S:1:pos:R:3:mulliken_charge:R:1
C -2.502 -0.227 0.115 -0.587
C -0.325 0.600 -0.161 0.724
C 1.408 -0.413 -0.082 -0.620
C 2.701 0.002 0.030 -0.294
O -0.098 1.714 -0.107 -0.178
O -1.078 -0.382 -0.170 -0.160
H -2.860 -1.211 0.599 0.256
H -2.696 0.786 0.740 0.335
H -2.962 -0.054 -0.897 0.310
H 1.100 -0.637 -1.098 0.339
H 0.890 -0.956 0.792 0.333
H 3.113 0.277 1.032 0.269
H 3.309 0.501 -0.791 0.274
```



Run x
This record from OMol25 describes a gas-phase ion, C4H7O2 (charge +1). The level of theory is ωB97M-V with the def2-TZVPD basis set.

HOMO energy (alpha / beta) ... -14.029 / -14.028 eV
Charge ... +1
LUMO (alpha / beta) ... -6.54 / -6.54 eV

Structure (XYZ):
```
13
Properties=species:S:1:pos:R:3:mulliken_charge:R:1
C -0.092 1.797 0.009 -0.751
C 2.146 -0.906 -0.127 -0.044
C 0.309 0.466 0.015 0.859
C -1.746 -0.708 0.115 -0.820
O -0.328 -0.622 -0.158 -0.405
O 1.664 0.277 0.103 -0.179
H 0.643 2.578 0.114 0.293
H -1.086 2.108 -0.209 0.322
H 3.301 -0.927 0.068 0.316
H 1.370 -1.670 -0.374 0.368
H -1.865 -1.763 0.303 0.284
H -2.258 -0.533 -0.790 0.352
H -2.057 -0.097 0.932 0.406
```



Most favorable structure: run x. The second most favorable one is 55.6 kJ/mol above it.



Run w
This record from OMol25 describes 4 unconnected molecules or ions with the total composition C6H20O4. The level of theory is ωB97M-V with the def2-TZVPD basis set.

HOMO energy ... -9.611 eV
SMILES ... CC(C)O.CC(C)O.O.O
Charge ... 0
LUMO ... 0.63 eV

Structure (XYZ):
```
30
Properties=species:S:1:pos:R:3:mulliken_charge:R:1
C 19.901 -18.793 -8.019 -1.854
C 21.269 -19.140 -8.692 0.714
C 21.188 -20.406 -9.536 -1.303
O 21.674 -18.021 -9.460 -0.573
H 20.015 -17.765 -7.675 0.592
H 19.564 -19.519 -7.279 0.416
H 19.023 -18.676 -8.654 0.444
H 22.085 -19.362 -8.005 0.344
H 22.180 -20.691 -9.886 0.408
H 20.473 -20.338 -10.356 0.167
H 20.917 -21.128 -8.767 0.431
H 22.524 -18.171 -9.881 0.311
C 20.346 -19.668 -13.116 -1.156
C 20.598 -18.219 -13.434 0.482
C 21.421 -17.485 -12.433 -0.301
O 21.202 -18.397 -14.714 -0.573
H 21.257 -20.253 -12.987 0.260
H 19.714 -20.201 -13.827 0.520
H 19.813 -19.592 -12.169 0.111
H 19.594 -17.815 -13.563 0.214
H 21.174 -17.670 -11.388 -0.237
H 21.273 -16.419 -12.606 0.328
H 22.479 -17.712 -12.567 0.386
H 20.477 -18.758 -15.230 0.349
O 17.662 -17.283 -7.476 -0.628
H 17.879 -16.519 -8.011 0.356
H 17.884 -17.021 -6.582 0.309
O 19.767 -16.601 -9.675 -0.793
H 20.462 -17.251 -9.772 0.052
H 19.080 -17.054 -9.185 0.224
```



Run x
This record from OMol25 describes 4 unconnected molecules or ions with the total composition C6H20O4. The level of theory is ωB97M-V with the def2-TZVPD basis set.

HOMO energy ... -10.256 eV
SMILES ... CC(C)O.CC(C)O.O.O
Charge ... 0
LUMO ... 0.40 eV

Structure (XYZ):
```
30
Properties=species:S:1:pos:R:3:mulliken_charge:R:1
C 2.254 3.389 3.240 -1.246
C 3.474 2.669 2.574 0.448
C 3.273 1.132 2.838 -1.260
O 3.455 2.897 1.146 -0.559
H 2.067 3.242 4.304 0.371
H 1.314 3.016 2.833 0.337
H 2.366 4.452 3.027 0.293
H 4.394 3.124 2.940 0.290
H 3.935 0.473 2.276 0.328
H 2.233 0.830 2.712 0.321
H 3.449 0.992 3.904 0.367
H 3.865 3.742 0.945 0.311
C -2.056 -3.790 -1.895 -1.466
C -3.243 -4.775 -2.277 0.486
C -4.257 -4.778 -1.086 -1.163
O -3.811 -4.326 -3.492 -0.529
H -1.291 -3.995 -2.643 0.424
H -1.611 -4.069 -0.939 0.368
H -2.190 -2.709 -1.946 0.402
H -2.837 -5.784 -2.351 0.176
H -3.839 -5.406 -0.300 0.341
H -5.178 -5.254 -1.425 0.341
H -4.409 -3.754 -0.744 0.288
H -3.152 -3.712 -3.827 0.334
O 0.574 1.578 -1.974 -0.628
H 1.405 1.961 -1.693 0.315
H 0.817 0.962 -2.666 0.313
O -0.646 6.198 -1.163 -0.635
H -0.625 5.249 -1.042 0.323
H 0.271 6.446 -1.277 0.311
```



Most favorable structure: run x. The second most favorable one is 87.9 kJ/mol above it.



Run w
This record from OMol25 describes 7 unconnected molecules or ions with the total composition C28H35N7. The level of theory is ωB97M-V with the def2-TZVPD basis set.

HOMO energy ... -7.314 eV
SMILES ... c1cc[nH]c1.c1cc[nH]c1.c1cc[nH]c1.c1cc[nH]c1.c1cc[nH]c1.c1cc[nH]c1.c1cc[nH]c1
Charge ... 0
LUMO ... 0.69 eV

Structure (XYZ):
```
70
Properties=species:S:1:pos:R:3:mulliken_charge:R:1
C 52.827 -35.543 -14.699 -1.141
C 52.884 -36.742 -15.648 -0.647
C 54.402 -36.983 -16.012 -0.730
N 55.025 -35.922 -15.292 0.133
C 54.339 -35.002 -14.627 0.014
H 52.146 -34.937 -14.415 1.442
H 52.039 -37.303 -16.030 0.436
H 55.037 -37.603 -16.663 0.442
H 56.186 -36.008 -15.303 -0.104
H 54.738 -34.104 -13.961 -0.180
C 57.905 -32.680 -11.729 -0.727
C 56.627 -32.315 -12.482 -0.333
C 55.398 -32.499 -11.545 -0.799
N 56.059 -32.926 -10.355 -0.068
C 57.427 -33.056 -10.312 -0.397
H 58.982 -32.612 -11.982 0.393
H 56.441 -32.029 -13.471 0.569
H 54.417 -32.292 -11.630 0.725
H 55.547 -33.314 -9.506 0.275
H 57.937 -33.495 -9.500 0.428
C 49.727 -36.193 -17.605 0.055
C 48.252 -36.551 -17.764 -0.617
C 48.065 -37.012 -19.105 -0.592
N 49.285 -36.693 -19.757 -0.126
C 50.354 -36.367 -18.999 -0.568
H 50.076 -35.508 -16.630 0.186
H 47.532 -36.732 -16.868 0.263
H 47.344 -37.352 -19.598 0.545
H 49.285 -36.860 -20.862 0.281
H 51.191 -36.342 -19.497 0.601
C 53.308 -38.745 -10.935 -0.557
C 53.948 -37.663 -10.215 -0.530
C 54.421 -36.681 -11.336 -0.373
N 54.079 -37.215 -12.590 -0.073
C 53.392 -38.477 -12.402 -0.483
H 52.880 -39.629 -10.391 0.327
H 53.832 -37.475 -9.002 0.197
H 55.117 -35.826 -11.241 0.316
H 54.055 -36.886 -13.526 0.816
H 52.962 -38.901 -13.295 0.381
C 54.499 -32.405 -19.136 -0.514
C 53.038 -32.550 -19.223 -0.841
C 52.667 -33.596 -18.099 -0.222
N 53.921 -34.110 -17.580 0.137
C 55.014 -33.436 -18.213 -0.215
H 55.120 -31.621 -19.635 0.334
H 52.416 -31.886 -19.718 0.442
H 51.759 -34.101 -17.651 0.306
H 54.088 -34.967 -16.969 0.302
H 55.903 -33.801 -17.739 0.283
C 58.257 -35.898 -16.221 -0.781
C 58.129 -34.791 -15.097 -0.252
C 57.929 -35.501 -13.794 -0.634
N 57.943 -36.894 -14.021 0.122
C 58.313 -37.186 -15.347 -0.383
H 58.656 -35.698 -17.144 0.525
H 58.205 -33.720 -15.259 0.445
H 57.712 -35.207 -12.889 0.729
H 57.865 -37.562 -13.466 -0.034
H 58.587 -38.141 -15.630 0.447
C 50.128 -33.506 -11.342 -0.846
C 50.995 -34.585 -11.934 -0.011
C 50.035 -35.582 -12.530 -0.708
N 48.796 -35.242 -12.156 -0.035
C 48.707 -34.034 -11.477 -0.577
H 50.505 -32.683 -10.980 0.557
H 52.123 -34.563 -12.090 0.277
H 50.115 -36.287 -13.086 0.778
H 47.983 -35.841 -12.362 0.227
H 47.712 -33.640 -11.289 0.364
```



Run x
This record from OMol25 describes 7 unconnected molecules or ions with the total composition C28H35N7. The level of theory is ωB97M-V with the def2-TZVPD basis set.

HOMO energy ... -7.475 eV
SMILES ... c1cc[nH]c1.c1cc[nH]c1.c1cc[nH]c1.c1cc[nH]c1.c1cc[nH]c1.c1cc[nH]c1.c1cc[nH]c1
Charge ... 0
LUMO ... 0.33 eV

Structure (XYZ):
```
70
Properties=species:S:1:pos:R:3:mulliken_charge:R:1
C 24.261 37.489 7.229 -0.659
C 23.788 38.898 6.783 -0.755
C 23.385 39.546 8.172 -0.814
N 23.603 38.663 9.135 0.531
C 24.058 37.464 8.751 -0.237
H 24.439 36.608 6.662 0.412
H 23.605 39.257 5.782 0.420
H 23.019 40.495 8.304 0.581
H 23.463 38.864 10.089 0.353
H 24.397 36.701 9.526 0.092
C 20.592 43.648 11.710 -0.731
C 21.927 43.547 12.384 -0.293
C 21.655 42.810 13.734 -0.377
N 20.315 42.465 13.738 -0.015
C 19.643 42.979 12.662 -0.424
H 20.329 44.255 10.908 0.524
H 22.868 44.165 12.058 0.326
H 22.450 42.389 14.326 0.209
H 19.833 42.133 14.578 0.252
H 18.636 42.680 12.719 0.468
C 18.596 39.191 9.665 -0.181
C 17.269 38.509 9.738 -0.693
C 17.768 36.976 9.488 -0.408
N 19.068 36.961 8.991 -0.056
C 19.748 38.129 9.163 -0.732
H 19.038 40.290 9.712 0.301
H 16.191 38.848 10.139 0.273
H 17.320 36.037 9.425 0.462
H 19.627 36.093 8.661 0.303
H 20.819 38.170 9.090 0.751
C 26.873 41.614 10.672 0.120
C 28.286 42.108 10.919 -0.699
C 29.051 41.683 9.626 -0.424
N 28.223 41.096 8.831 0.030
C 26.915 40.927 9.290 -0.555
H 25.899 41.674 11.323 0.168
H 28.404 42.728 11.813 0.357
H 30.105 41.780 9.486 0.390
H 28.488 40.884 7.848 0.254
H 26.237 40.232 8.781 0.363
C 23.682 39.914 12.191 -0.437
C 22.275 39.616 11.929 -1.607
C 22.210 38.180 11.935 -0.432
N 23.424 37.649 12.023 0.562
C 24.423 38.529 12.329 -0.482
H 24.171 40.925 12.359 0.023
H 21.636 40.173 11.745 1.606
H 21.303 37.529 11.936 0.329
H 23.662 36.603 11.946 -0.047
H 25.436 38.434 12.465 0.566
C 22.830 40.607 17.220 -0.881
C 22.066 39.311 17.463 -0.769
C 21.959 38.565 16.106 -0.466
N 22.645 39.347 15.258 -0.011
C 23.238 40.475 15.733 -0.393
H 22.980 41.353 17.814 0.611
H 21.673 39.039 18.409 0.392
H 21.628 37.598 15.901 0.478
H 22.771 39.356 14.227 0.544
H 23.815 41.268 15.067 0.480
C 25.163 34.650 12.425 -0.420
C 24.326 34.451 11.297 -0.663
C 22.886 34.483 11.648 -0.338
N 22.994 34.519 13.107 -0.020
C 24.303 34.758 13.653 -0.404
H 26.229 34.560 12.471 0.467
H 24.698 34.466 10.283 0.558
H 21.908 34.298 11.103 0.351
H 22.328 34.651 13.734 0.156
H 24.542 35.060 14.690 0.359
```



Most favorable structure: run x. The second most favorable one is 160.9 kJ/mol above it.